{
  "formula": "C48H72Br8N8O2",
  "method": "the ωB97M-V functional and the def2-TZVPD basis",
  "elements": ["C", "C", "C", "O", "C", "H", "H", "H", "H", "H", "H", "H", "H", "C", "C", "C", "O", "C", "H", "H", "H", "H", "H", "H", "H", "H", "Br", "C", "C", "Br", "H", "H", "H", "H", "Br", "C", "C", "Br", "H", "H", "H", "H", "Br", "C", "C", "Br", "H", "H", "H", "H", "Br", "C", "C", "Br", "H", "H", "H", "H", "N", "C", "C", "C", "C", "H", "H", "H", "H", "H", "N", "C", "C", "C", "C", "H", "H", "H", "H", "H", "N", "C", "C", "C", "C", "H", "H", "H", "H", "H", "N", "C", "C", "C", "C", "H", "H", "H", "H", "H", "N", "C", "C", "C", "C", "H", "H", "H", "H", "H", "N", "C", "C", "C", "C", "H", "H", "H", "H", "H", "N", "C", "C", "C", "C", "H", "H", "H", "H", "H", "N", "C", "C", "C", "C", "H", "H", "H", "H", "H"],
  "coordinates": [[17.357, -22.168, 10.152], [18.010, -21.484, 9.054], [16.951, -21.607, 7.934], [15.652, -21.688, 8.520], [15.862, -22.339, 9.777], [17.525, -21.539, 11.026], [17.759, -23.146, 10.415], [18.867, -22.120, 8.834], [18.374, -20.491, 9.317], [17.048, -22.498, 7.314], [16.804, -20.763, 7.261], [15.478, -23.349, 9.630], [15.245, -21.840, 10.524], [17.583, -26.447, 8.940], [18.061, -26.331, 7.484], [16.803, -26.064, 6.663], [15.662, -26.449, 7.496], [16.114, -26.923, 8.744], [17.614, -25.485, 9.453], [18.004, -27.288, 9.491], [18.515, -27.249, 7.111], [18.799, -25.551, 7.292], [16.787, -26.597, 5.712], [16.839, -24.982, 6.545], [16.159, -28.008, 8.654], [15.420, -26.599, 9.520], [21.395, -20.025, 4.038], [21.409, -22.011, 3.862], [21.133, -22.722, 5.199], [19.258, -22.263, 5.743], [22.352, -22.274, 3.384], [20.601, -22.224, 3.163], [21.838, -22.388, 5.960], [21.216, -23.792, 5.011], [13.269, -20.707, 14.317], [13.772, -22.556, 13.750], [12.599, -23.503, 13.834], [13.228, -25.386, 13.456], [14.575, -22.925, 14.389], [14.117, -22.559, 12.716], [11.915, -23.114, 13.080], [12.107, -23.474, 14.806], [17.772, -21.718, 15.238], [18.420, -20.525, 13.810], [18.372, -19.109, 14.304], [19.325, -18.853, 15.990], [17.772, -20.656, 12.944], [19.458, -20.769, 13.584], [17.319, -18.864, 14.443], [18.759, -18.364, 13.608], [18.282, -28.981, 12.947], [18.232, -27.024, 12.713], [16.704, -26.702, 12.723], [16.612, -24.758, 12.566], [18.681, -26.784, 11.749], [18.732, -26.511, 13.534], [16.230, -27.096, 13.622], [16.240, -27.118, 11.828], [12.705, -22.160, 5.361], [13.964, -21.874, 5.079], [14.711, -23.030, 5.296], [13.740, -24.060, 5.730], [12.517, -23.433, 5.801], [11.973, -21.473, 5.251], [14.225, -20.853, 4.843], [15.773, -23.160, 5.150], [13.953, -25.095, 5.955], [11.548, -23.800, 6.109], [13.387, -20.057, 7.719], [12.112, -19.962, 8.171], [11.704, -18.618, 8.106], [12.740, -17.894, 7.543], [13.779, -18.830, 7.269], [13.981, -20.871, 7.774], [11.547, -20.802, 8.545], [10.807, -18.129, 8.457], [12.674, -16.831, 7.364], [14.738, -18.679, 6.795], [15.981, -17.079, 12.487], [14.955, -17.917, 12.694], [15.056, -18.992, 11.791], [16.126, -18.707, 10.998], [16.768, -17.580, 11.451], [16.242, -16.212, 12.934], [14.305, -17.699, 13.528], [14.331, -19.776, 11.631], [16.471, -19.450, 10.294], [17.649, -17.004, 11.207], [21.942, -21.832, 11.488], [21.257, -20.932, 10.786], [22.082, -20.115, 10.060], [23.371, -20.503, 10.342], [23.263, -21.539, 11.252], [21.570, -22.612, 12.011], [20.186, -20.891, 10.921], [21.816, -19.326, 9.372], [24.264, -19.955, 10.082], [23.979, -22.145, 11.787], [22.445, -23.895, 8.720], [21.251, -24.450, 8.410], [21.483, -25.694, 7.884], [22.904, -25.842, 7.885], [23.514, -24.684, 8.449], [22.648, -23.005, 9.151], [20.353, -23.913, 8.680], [20.799, -26.434, 7.495], [23.476, -26.699, 7.562], [24.533, -24.381, 8.638], [10.690, -23.036, 10.528], [10.194, -23.935, 9.638], [11.248, -24.457, 8.867], [12.393, -23.770, 9.230], [12.037, -22.905, 10.300], [10.176, -22.552, 11.250], [9.158, -24.234, 9.697], [11.056, -25.238, 8.147], [13.396, -23.813, 8.834], [12.670, -22.241, 10.870], [18.791, -18.719, 5.859], [19.657, -18.710, 6.940], [18.997, -18.175, 7.985], [17.674, -17.939, 7.570], [17.611, -18.124, 6.253], [19.020, -18.981, 4.910], [20.579, -19.271, 6.897], [19.448, -18.185, 8.966], [16.835, -17.707, 8.209], [16.812, -17.951, 5.548], [22.192, -25.022, 13.027], [21.407, -24.173, 13.771], [20.227, -23.963, 13.090], [20.350, -24.609, 11.822], [21.595, -25.332, 11.855], [23.145, -25.297, 13.220], [21.727, -23.912, 14.769], [19.351, -23.418, 13.410], [19.704, -24.585, 10.957], [22.061, -25.944, 11.097]],
  "atomic_forces_ev_per_a": [[-1.6, -1.1, 2.5], [0.7, -0.5, -2.4], [-0.6, 1.0, -1.1], [0.8, 0.2, 1.3], [-0.6, 0.5, 0.2], [-0.6, -0.3, 0.5], [0.2, 0.0, -0.2], [0.3, 0.6, -0.7], [-0.4, 0.1, -0.4], [0.5, -0.3, 0.1], [0.9, 0.2, -0.1], [0.5, -0.4, 0.5], [-0.3, 0.0, 0.0], [-1.3, -0.5, -0.5], [0.3, -0.8, -0.3], [-0.2, 0.4, 1.4], [0.5, 0.9, -1.1], [0.8, 0.0, -0.5], [0.2, -0.1, 0.2], [0.8, 0.5, 0.2], [0.1, -0.3, 0.4], [-0.1, 0.1, 0.3], [-0.2, 0.1, 0.1], [-0.9, 0.1, -0.5], [-0.3, -0.3, 0.5], [0.0, -0.1, 0.0], [0.3, -0.8, -0.1], [-0.7, 0.3, 0.2], [-0.2, 0.9, -1.0], [1.2, -0.6, -0.2], [0.1, 0.0, 0.4], [0.1, 0.1, 0.0], [-0.4, -0.2, 0.2], [-0.3, 0.0, 0.4], [0.1, -1.2, -0.3], [0.5, -0.5, 0.4], [-0.1, 0.5, -0.1], [-0.9, 1.4, 0.2], [0.1, 0.5, 0.0], [0.1, 0.5, 0.1], [-0.3, -1.0, -0.1], [0.2, -0.4, -0.1], [0.0, 0.0, -0.7], [0.6, 0.1, 0.3], [-0.9, 0.5, 0.1], [-0.1, 0.2, -0.4], [0.0, 0.0, 0.1], [-0.2, -0.5, 0.0], [0.1, 0.2, 0.4], [0.3, -0.4, -0.1], [0.4, 0.3, 0.0], [-1.7, -0.3, 0.0], [1.6, -0.1, -0.5], [-0.1, -0.1, 0.1], [0.0, -0.1, 0.3], [0.1, -0.3, -0.1], [-0.1, 0.5, 0.0], [-0.1, 0.1, 0.2], [-2.6, 0.8, 0.4], [2.2, -0.7, 0.0], [-1.5, -0.6, 0.2], [1.1, 1.4, -0.3], [0.6, -0.6, -0.4], [0.0, -0.2, 0.3], [0.2, -0.2, -0.2], [-0.1, 0.0, 0.0], [0.0, 0.1, 0.1], [0.1, 0.1, -0.1], [-0.6, 0.8, -0.4], [-1.1, 0.8, 0.8], [-0.1, -1.2, 0.3], [1.8, -1.1, -0.8], [-0.6, 1.6, 0.3], [0.1, -0.1, -0.1], [0.3, -0.1, 0.0], [-0.2, -0.6, 0.0], [0.5, -0.1, -0.2], [0.0, -0.1, 0.2], [1.7, -0.2, -1.4], [-0.9, -0.9, 0.6], [-2.1, 1.5, 1.8], [2.4, -0.8, -1.1], [-0.5, 0.9, 0.6], [-0.5, -0.3, 0.2], [-0.3, -0.3, -0.2], [0.1, 0.0, 0.2], [0.2, 0.5, -0.5], [0.0, -0.4, -0.4], [1.9, 0.8, -0.4], [-2.8, 0.6, -0.5], [-1.3, 0.5, -0.6], [1.4, -0.6, 1.2], [0.8, -1.2, 0.5], [0.0, 0.1, 0.1], [-0.1, 0.0, -0.4], [-0.3, 0.0, 0.2], [0.1, -0.4, -0.2], [0.3, 0.2, -0.2], [1.2, 1.5, 0.8], [-0.4, 0.4, 0.4], [1.3, -0.1, -0.2], [1.5, 0.6, 0.6], [-2.2, -2.3, -1.3], [-0.8, 0.2, 0.1], [0.0, -0.1, -0.3], [-0.1, 0.2, 0.2], [-0.2, -0.1, -0.1], [-0.2, -0.1, -0.1], [0.9, 0.2, -0.3], [0.2, -1.1, -0.2], [-2.5, 0.3, 0.4], [0.6, 1.6, 2.0], [0.6, -0.9, -1.1], [0.0, -0.1, -0.3], [0.1, 0.0, -0.1], [0.4, 0.1, -0.1], [-0.1, -0.2, -0.1], [-0.2, 0.1, -0.1], [0.3, 0.8, 0.1], [0.1, -0.8, -1.6], [0.5, -0.9, 1.2], [-0.8, 1.3, 2.0], [-0.1, -1.3, -1.9], [0.1, 0.0, 0.3], [0.1, 0.4, -0.1], [-0.4, 0.3, 0.2], [0.1, 0.5, 0.0], [0.0, -0.2, 0.1], [0.3, 0.0, -0.1], [0.0, -0.5, 0.5], [0.2, -0.1, -0.8], [2.2, -1.6, 0.3], [-2.4, 1.7, -0.7], [-0.3, 0.1, 0.3], [-0.2, 0.2, -0.1], [0.2, 0.1, 0.2], [-0.2, -0.1, 0.3], [0.0, 0.1, 0.0]],
  "mulliken_charge": [3.834, 1.753, -0.712, 0.030, -0.329, -2.305, -0.777, -0.837, -0.101, -0.399, 0.076, 0.368, -0.635, 1.149, -0.137, -0.178, -0.355, -0.821, -0.730, 0.251, 0.286, -0.319, 0.317, -0.156, 0.412, 0.264, -0.190, -0.749, -0.668, 0.059, 0.462, 0.401, 0.376, 0.439, -0.158, -0.160, -0.332, -0.188, 0.477, -0.246, 0.169, 0.506, -0.098, 0.263, -0.725, -0.159, -0.543, 0.369, 0.417, 0.425, -0.153, -0.334, -0.793, 0.051, -0.050, 0.456, 0.551, 0.332, 0.149, -0.958, -0.065, -0.591, -0.816, 0.270, 0.480, 0.657, 0.458, 0.466, 1.200, -0.623, -0.682, -0.823, -0.543, -0.162, 0.420, 0.427, 0.427, 0.482, 0.139, -1.301, -0.602, 0.627, -1.305, 0.201, 0.398, 0.745, 0.334, 0.509, 0.272, -0.447, -0.017, -1.114, -0.802, 0.687, 0.223, 0.440, 0.451, 0.421, 0.355, 0.157, -0.230, -1.204, -0.543, 0.111, 0.074, 0.529, 0.400, 0.480, 0.101, -0.611, -1.252, 0.494, -1.758, 0.260, 0.435, 0.551, 0.682, 1.079, 0.259, -0.631, -0.342, 0.021, -1.267, 0.176, 0.287, 0.533, 0.485, 0.525, 0.109, -0.956, -0.580, 1.337, -1.087, 0.238, 0.459, -0.033, -0.308, 0.473],
  "e_lumo_ev": 0.29,
  "gap_ev": 7.75,
  "max_force_ev_per_a": 3.462
}